[1]
ORCA calculation (ωB97M-V with the def2-TZVPD basis set) on an isolated molecule of C18H27N3O3S in a non-equilibrium geometry.

Geometry (Å):
O: 0.03883 2.26687 -0.83475
C: 0.87260 1.92530 -0.02301
N: 2.19659 1.91045 -0.30812
C: 2.70685 2.15085 -1.63684
C: 3.07097 0.84158 -2.35488
C: 3.54493 1.13003 -3.75016
C: 2.62510 1.35456 -4.76710
C: 3.05157 1.65382 -6.04813
C: 4.40531 1.73480 -6.32850
C: 5.32872 1.51596 -5.32121
C: 4.89977 1.21767 -4.03958
C: 0.56727 1.48737 1.40972
C: 0.76078 -0.03070 1.55287
C: -0.32949 -0.78494 0.79000
N: -1.65784 -0.38832 1.20003
S: -2.16686 -1.10337 2.61289
O: -1.13357 -1.19300 3.60522
O: -3.39848 -0.48103 2.99579
N: -2.38778 -2.65279 2.00170
C: -3.59068 -2.73603 1.19273
C: -4.73441 -3.13722 2.14479
C: -4.02851 -3.61079 3.42675
C: -2.54476 -3.65742 3.03978
C: -1.89769 1.03658 1.08047
C: -0.85624 1.86070 1.83719
H: 2.84635 1.57084 0.38294
H: 1.91781 2.66599 -2.18870
H: 3.58457 2.80093 -1.57765
H: 2.18344 0.20607 -2.38373
H: 3.85045 0.32378 -1.79074
H: 1.56856 1.29112 -4.55031
H: 2.32656 1.82357 -6.83057
H: 4.73922 1.96657 -7.32901
H: 6.38614 1.57704 -5.53365
H: 5.62585 1.04570 -3.25722
H: 1.27983 1.99887 2.06814
H: 1.74096 -0.33919 1.18262
H: 0.68308 -0.30007 2.60707
H: -0.25389 -1.85752 0.97362
H: -0.24728 -0.59379 -0.28490
H: -3.74948 -1.77179 0.71466
H: -3.42723 -3.49729 0.42500
H: -5.36620 -2.27730 2.35467
H: -5.34585 -3.92365 1.70439
H: -4.38756 -4.58008 3.76791
H: -4.17051 -2.88073 4.22217
H: -1.87068 -3.42080 3.86028
H: -2.27578 -4.62761 2.61135
H: -2.89402 1.22173 1.48157
H: -1.87318 1.29346 0.01885
H: -1.03388 2.92010 1.64795
H: -0.96448 1.66580 2.90657

Atomic forces in eV per Å
O -0.4045 0.0861 -0.3347
C 0.3576 -0.0046 0.6746
N 0.4200 -0.0020 -0.0430
C -0.0336 -0.1474 -0.1431
C -0.0562 0.3181 0.0011
C 0.0277 -0.1389 0.0656
C 0.0352 -0.0037 0.0145
C -0.0567 0.0317 -0.0708
C 0.0480 0.0207 -0.0853
C 0.0926 0.0344 -0.0492
C -0.0274 -0.0002 0.0051
C -0.1587 0.0349 0.0787
C -0.0518 0.0152 -0.0721
C 0.6322 -0.3450 0.0176
N -0.5450 -0.4746 0.7908
S 0.2961 -0.3628 -0.7684
O 0.0727 -0.1520 0.0422
O -0.2432 0.1523 -0.1016
N 0.5098 0.9490 0.2867
C -0.5047 0.0464 -0.4577
C -0.0629 -0.0082 -0.0509
C 0.0455 -0.0900 0.0168
C 0.0443 -0.2776 0.5691
C -0.3726 0.5956 0.1684
C 0.0591 -0.0067 -0.3091
H -0.1564 0.0376 0.0491
H 0.1638 0.0138 0.0343
H -0.0829 -0.0053 -0.0655
H 0.0135 -0.0354 0.0585
H -0.0357 -0.0551 0.0047
H -0.1399 -0.0153 0.0298
H -0.0597 0.0102 -0.0626
H 0.0246 0.0150 -0.0790
H 0.0813 0.0032 -0.0207
H 0.0643 -0.0337 0.0908
H -0.0318 -0.0501 -0.0864
H 0.0099 -0.0310 0.0299
H 0.1508 0.0340 -0.0839
H 0.1855 0.0310 -0.2189
H -0.0419 -0.0848 0.0208
H -0.1210 -0.1503 -0.2008
H -0.0071 0.0914 0.0118
H -0.0679 -0.0458 -0.0289
H -0.0413 0.0332 -0.0121
H -0.0152 0.0141 0.0760
H -0.0335 -0.0590 0.0541
H 0.0116 -0.2364 0.0181
H 0.0286 0.0826 0.0283
H 0.0414 0.1611 -0.1488
H -0.0609 -0.0980 0.1508
H -0.0301 0.0082 0.0694
H 0.0267 0.0939 0.0361

Calculated values
Kohn-Sham gap   0.363 Eh
Energy relative to the best compared isomer or geometry (same formula, charge and spin)   89.9 kJ/mol
Lowest unoccupied orbital energy   0.0263 hartree
Structure (SMILES)   O=C(NCCc1ccccc1)C1CCN(S(=O)(=O)N2CCCC2)CC1


[2]
ORCA calculation (ωB97M-V with the def2-TZVPD basis set) on a structure of composition C43H39BNO4Re in a non-equilibrium geometry.

Geometry (Å):
Re: 1.62578 -0.85326 -0.10705
O: 1.36918 -0.59306 1.82005
C: 0.39788 0.13054 2.47005
C: -0.25932 1.19954 1.51945
C: 0.70858 1.94694 0.65735
C: 0.65138 3.33434 0.64335
C: 1.48148 4.05374 -0.19865
C: 2.43218 3.36244 -0.92595
C: 2.51758 1.97564 -0.82595
C: 3.75538 1.35024 -1.42145
C: 3.81158 -0.20046 -1.55885
O: 3.63868 -0.72886 -0.30815
C: 2.65458 -0.72256 -2.43345
C: 1.94478 0.04674 -3.36005
C: 0.96358 -0.53436 -4.14335
C: 0.68308 -1.88896 -4.03765
C: 1.38878 -2.67376 -3.14445
C: 2.35698 -2.10056 -2.32215
C: 5.18338 -0.58246 -2.11395
C: 6.26698 -0.50576 -1.24845
C: 7.52908 -0.86576 -1.67915
C: 7.71558 -1.31246 -2.97555
C: 6.63668 -1.39016 -3.83805
C: 5.36938 -1.02686 -3.41315
N: 1.60408 1.28374 -0.11255
C: -0.68532 -0.81456 2.99545
C: -1.91622 -0.34886 3.44045
C: -2.83022 -1.22366 4.00415
C: -2.53312 -2.57276 4.10495
C: -1.32542 -3.04716 3.62225
C: -0.40492 -2.17206 3.07465
C: 1.05878 0.91734 3.60785
C: 2.19178 1.66354 3.30185
C: 2.77118 2.47914 4.25585
C: 2.23738 2.54434 5.53285
C: 1.13858 1.76854 5.85335
C: 0.55118 0.95804 4.89735
H: -0.79302 1.91744 2.13895
H: -0.97872 0.68134 0.88675
H: -0.05772 3.83704 1.27995
H: 1.40128 5.12694 -0.26885
H: 3.14778 3.89304 -1.53645
H: 4.56438 1.59724 -0.72175
H: 4.00148 1.81634 -2.37525
H: 2.17298 1.09264 -3.48955
H: 0.41518 0.07544 -4.84505
H: -0.07272 -2.33146 -4.66665
H: 1.20078 -3.73486 -3.08935
H: 3.01528 -2.74316 -1.73935
H: 6.11148 -0.18216 -0.23075
H: 8.36718 -0.80656 -1.00305
H: 8.69808 -1.60046 -3.31415
H: 6.77498 -1.74236 -4.84745
H: 4.53208 -1.09116 -4.09285
H: -2.16862 0.69754 3.37165
H: -3.77422 -0.84566 4.36825
H: -3.24462 -3.25186 4.55175
H: -1.09572 -4.10156 3.67555
H: 0.54368 -2.53426 2.70205
H: 2.63008 1.58124 2.31895
H: 3.63928 3.06984 4.00515
H: 2.68858 3.17704 6.28055
H: 0.73168 1.79184 6.85315
H: -0.29412 0.34834 5.17205
C: -6.42592 -0.36316 -2.89705
C: -6.18132 0.14224 -1.46555
C: -6.04592 1.67344 -1.47775
C: -7.38332 -0.22036 -0.58785
C: -4.88902 -0.48966 -0.96685
C: -4.87372 -1.47356 0.02885
C: -3.70552 -2.05036 0.49825
C: -2.52312 -1.62316 -0.06755
O: -1.23932 -1.92696 0.24835
B: -0.42122 -1.10846 -0.51725
O: -1.22262 -0.34126 -1.36995
C: -2.51842 -0.64726 -1.06945
C: -3.68182 -0.07736 -1.53385
H: -7.39972 -0.03796 -3.25635
H: -6.39552 -1.44986 -2.92795
H: -5.66832 0.01874 -3.57585
H: -6.95172 2.12124 -1.87845
H: -5.21482 2.00254 -2.09425
H: -5.89412 2.04864 -0.46845
H: -8.27662 0.27084 -0.96735
H: -7.22462 0.11534 0.43505
H: -7.57102 -1.29186 -0.58785
H: -5.79832 -1.80246 0.47295
H: -3.69982 -2.76656 1.30325
H: -3.63172 0.68304 -2.29465

Atomic forces in eV per Å
Re 1.7404 2.1179 1.9223
O 1.2855 -1.0271 -2.4747
C -1.2971 0.8741 0.7831
C 0.2811 -0.6498 0.0757
C -0.4757 0.3027 0.1845
C 0.1488 -0.1475 -0.2383
C -0.0304 -0.3518 0.0199
C -0.1584 -0.1674 0.1948
C 0.3833 0.4650 -0.3365
C 0.0637 -0.7547 -0.0052
C 0.3934 1.0221 -1.2904
O -0.5902 -0.6105 1.4467
C 0.0887 -0.1536 0.2511
C -0.0922 -0.1552 0.0882
C 0.0208 0.1596 0.0595
C 0.0612 -0.1457 0.0686
C -0.2838 -0.0037 0.0286
C 0.1591 0.2096 0.0637
C -0.3010 -0.0582 0.0779
C -0.0297 0.0263 0.0044
C 0.0447 0.0214 0.0633
C -0.0045 -0.0187 -0.1295
C 0.0395 -0.0352 -0.1483
C -0.0060 0.1224 0.1429
N 0.0273 -0.9440 -0.1343
C 0.2042 -0.0133 -0.0945
C 0.0558 -0.1002 -0.0619
C -0.0734 0.0116 -0.0029
C -0.1028 -0.0285 0.0107
C 0.0351 -0.0712 0.0066
C 0.0705 0.1135 0.1100
C 0.1102 -0.1805 -0.1208
C -0.0228 -0.0018 0.1330
C 0.0884 0.0913 -0.0367
C 0.0064 -0.0335 0.0544
C 0.0432 0.1011 0.0944
C -0.0474 -0.0735 -0.0568
H -0.0488 -0.0393 -0.1120
H -0.1789 0.1027 -0.0525
H -0.1001 -0.0225 0.0533
H 0.0373 0.1166 0.0325
H 0.0603 -0.0669 -0.0400
H -0.0311 0.0057 -0.1809
H -0.0434 0.1324 0.0353
H 0.0074 0.1418 0.0304
H -0.0382 0.0371 -0.0742
H -0.0835 -0.0588 -0.0564
H -0.0205 -0.1029 0.0198
H -0.0821 0.1080 0.0527
H -0.0072 0.0060 0.1404
H 0.0900 0.0082 0.0932
H 0.1093 -0.0388 -0.0358
H 0.0505 -0.0447 -0.1416
H -0.0671 -0.0508 -0.1100
H -0.0241 0.1694 0.0263
H -0.0813 0.0125 0.0133
H -0.0486 -0.0450 0.0246
H 0.0131 -0.0660 0.0266
H -0.0585 -0.0601 0.1012
H 0.1393 0.0353 -0.0564
H 0.1197 0.0238 -0.0220
H 0.0613 0.0893 0.0676
H -0.0198 -0.0048 0.0862
H -0.0789 -0.0227 0.0127
C -0.0672 0.0636 0.1908
C -0.1349 0.0513 -0.1350
C -0.0707 -0.2465 0.0122
C 0.2167 0.0343 -0.1554
C -0.0025 -0.0965 0.1747
C -0.1432 0.1766 -0.1727
C 0.6208 -0.0520 0.0094
C -0.8193 0.7382 -0.6393
O 0.5781 -0.5466 0.2354
B -1.6328 -0.1520 -0.4655
O 0.5885 0.2936 -0.4401
C -0.5773 -0.6041 0.7709
C 0.3515 -0.0654 0.0358
H -0.1042 0.0735 -0.0548
H -0.0225 -0.1213 -0.0241
H 0.1182 0.0178 -0.1217
H -0.1263 0.0642 -0.0366
H 0.0613 0.0756 -0.0770
H 0.0247 0.0795 0.1216
H -0.0576 0.0512 -0.0534
H -0.0303 -0.0315 0.1373
H -0.0570 -0.0859 0.0243
H -0.1149 0.0358 0.0285
H -0.0625 -0.1426 0.0750
H -0.0491 0.1106 -0.1281

Calculated values
Kohn-Sham gap (alpha / beta)   0.225 / 0.229 Eh
2S+1   4
Net charge   +1
Lowest unoccupied orbital energy (alpha / beta)   -0.1620 / -0.1620 hartree


[3]
ORCA calculation (ωB97M-V with the def2-TZVPD basis set) on a cluster of 2 separate species, C7H16BN3O in total in a non-equilibrium geometry.

Geometry (Å):
B: 0.16576 -0.19399 0.45288
C: -2.22490 -0.39238 -0.69658
C: 2.31150 -0.13016 -0.43147
C: 1.74373 1.31511 -0.46161
C: -1.66797 -0.70636 -2.04892
C: 1.45050 -2.32486 0.31208
C: -0.15017 2.45841 0.36134
C: -1.79211 -0.15957 2.04511
N: 1.19835 -0.94093 -0.10548
N: 0.43182 1.17833 0.12957
N: -1.07903 -0.71117 0.93403
O: -3.27430 0.02408 -0.36617
H: 2.76296 -0.48819 -1.50595
H: 3.20438 -0.08717 0.33557
H: 2.22547 1.96400 0.19652
H: 1.76608 1.60820 -1.48086
H: -1.36273 -1.68838 -1.93150
H: -0.75942 -0.11286 -2.18426
H: -2.53605 -0.75929 -2.63896
H: 0.45139 -2.95124 0.47968
H: 2.14333 -2.63580 -0.53995
H: 2.13937 -2.43797 1.16524
H: 0.09475 3.09941 -0.54354
H: -1.33795 2.20948 0.31214
H: 0.01019 3.00068 1.27961
H: -1.33219 0.76191 2.24088
H: -2.79173 -0.12230 1.83468
H: -1.79105 -0.77699 2.85593

Atomic forces in eV per Å
B -1.7862 1.7348 -0.3351
C 0.8574 0.5369 3.4886
C 3.0330 0.3043 -1.3326
C -0.3440 -2.5959 0.2754
C 0.3348 0.6898 2.4742
C 0.1852 -0.7422 -1.7100
C -4.2770 -0.8041 -2.1378
C 2.0257 0.3181 -2.1745
N 0.3076 -2.1379 1.5449
N 0.9099 0.5353 0.0647
N -1.5850 -1.2312 -3.1145
O 0.4527 -0.4157 -0.5187
H -0.7378 0.9627 2.4726
H -1.5076 -0.8244 -1.1907
H 1.7507 1.2439 0.4545
H -0.3821 1.0389 -0.9745
H 1.0431 -2.1701 0.0527
H -0.5690 0.1948 -0.6741
H -0.5953 0.8198 -1.6237
H 2.3574 1.4810 -0.6355
H -1.2499 -0.8635 0.8156
H -0.5622 0.3671 0.2963
H -0.4448 -0.3715 1.1940
H 2.4302 1.2167 0.2078
H 0.5779 -0.0340 0.4794
H -0.0884 1.7439 1.0181
H -2.8029 0.8679 -0.8787
H 0.6664 -1.8652 2.4615

Calculated values
Kohn-Sham gap   0.314 Eh
Energy relative to the best compared isomer or geometry (same formula, charge and spin)   273.3 kJ/mol
Lowest unoccupied orbital energy   0.0233 hartree